Record 1
This record from OMol25 describes C20H36B2F16N2O22S5Zr2 as an isolated structure in a non-equilibrium geometry. The level of theory is ωB97M-V with the def2-TZVPD basis set.

```
105
Properties=species:S:1:pos:R:3
Zr 3.93833 -1.32958 -0.51083
Zr 1.70295 0.66929 4.07136
N 1.05048 2.54433 4.53513
S 0.34837 3.42543 5.89502
O -1.11353 3.57887 5.80692
O 1.09967 4.46140 6.55438
F 0.47027 2.24284 7.00240
S 0.80982 3.90994 3.72041
O 1.84106 4.93049 3.95436
O -0.48704 4.27519 3.22517
F 1.39858 3.05531 2.47283
N 3.21139 -2.42747 1.06038
S 3.38014 -2.55050 2.79972
O 3.64313 -3.83645 3.44869
O 2.64773 -1.50942 3.56419
F 4.90340 -2.00968 2.73903
S 2.15798 -3.64645 1.18546
O 0.88075 -3.36402 1.86150
O 2.64234 -5.00892 1.08879
F 1.71003 -3.42915 -0.35841
B 4.00324 -2.88199 -2.04111
H 3.08588 -2.31510 -2.07749
H 4.87792 -2.25019 -2.04423
H 4.09368 -3.37474 -1.08546
H 4.04018 -3.59682 -2.84850
B 0.61284 -0.72170 5.45975
H 0.18541 -1.27366 6.28248
H 1.68759 -0.81595 5.44367
H 0.15995 -0.98473 4.51638
H 0.37758 0.32981 5.51661
O 0.92668 0.26555 2.08446
C 0.14830 0.33127 0.94076
C 0.83201 0.35087 -0.55437
O 1.99349 -0.44833 -0.90985
H -0.51180 1.17900 1.12443
H -0.57514 -0.48329 0.90589
H 1.06302 1.41237 -0.64359
H 0.05430 0.16454 -1.29501
C -2.49547 3.06089 -2.65952
C -0.99316 2.75154 -2.91369
O -0.81903 2.40485 -4.27396
C 0.39378 2.49848 -4.84664
O 1.46084 2.70449 -4.18923
C 0.45085 2.12177 -6.38488
F 0.89908 3.15703 -7.04922
F 1.18190 1.06614 -6.74305
F -0.76239 1.90217 -6.91395
H -2.74753 3.23043 -1.61271
H -3.24038 2.27477 -2.78296
H -2.79295 3.85460 -3.34482
H -0.75779 1.93347 -2.23290
H -0.42829 3.58562 -2.49735
C 3.83108 3.43088 -2.09532
C 5.10039 2.69185 -2.50693
O 4.64413 1.84808 -3.57014
C 4.40801 0.51095 -3.49476
O 4.31359 -0.10684 -2.39050
C 3.80309 -0.13464 -4.76291
F 2.51733 -0.49555 -4.44254
F 3.85224 0.66121 -5.82873
F 4.53071 -1.24782 -4.99034
H 3.01816 2.79424 -1.74611
H 3.54673 4.14098 -2.87186
H 4.08324 4.11500 -1.28508
H 5.71096 2.07030 -1.85197
H 5.87683 3.36258 -2.87484
C -4.34031 -1.84788 4.95952
C -3.06294 -1.04243 4.58283
O -3.48674 0.26935 4.13078
C -2.61262 1.20932 3.69326
O -1.36849 1.11992 3.74376
C -3.38556 2.44023 3.08730
F -3.32309 3.47569 3.90476
F -2.66209 2.80369 1.93684
F -4.61946 2.14360 2.71680
H -4.89471 -1.24164 5.67592
H -4.06380 -2.77979 5.45265
H -5.01044 -1.96462 4.10782
H -2.49449 -1.48696 3.76591
H -2.25140 -0.97567 5.30743
C -3.42368 -3.71936 1.76019
C -2.58768 -2.85186 0.75037
O -3.36111 -2.13524 -0.09621
C -3.78143 -0.87247 0.21347
O -3.83975 -0.41633 1.39552
C -4.32708 -0.00117 -0.99003
F -3.74521 -0.39645 -2.17521
F -5.71509 -0.07536 -1.08213
F -3.97979 1.30856 -0.71407
H -3.44157 -4.72609 1.34274
H -4.42057 -3.29748 1.88798
H -2.90107 -3.75322 2.71614
H -1.92978 -3.41049 0.08464
H -1.85088 -2.25667 1.28978
C -0.59587 -1.35029 -3.96189
C -0.75373 -2.49438 -2.99564
O -1.55617 -3.46730 -3.61642
S -2.57459 -2.85592 -4.76190
O -3.95457 -2.69165 -4.22652
O -2.55689 -3.56752 -6.02809
O -1.75136 -1.36322 -4.76296
H 0.23973 -1.29866 -4.65989
H -0.55718 -0.37698 -3.47274
H -1.13372 -2.18987 -2.02045
H 0.19806 -2.91898 -2.67641
```

Summary:
- E: -170896.706 eV
- Net charge: +1
- 2S+1: 2
- HOMO energy (spin up / spin down): -10.69 / -12.59 eV
- HOMO-LUMO gap (spin up / spin down): 4.488 / 6.377 eV
- Energy relative to the best compared isomer or geometry (same formula, charge and spin): 97.3 kcal/mol
- Expectation value of S²: 0.75



Record 2
This record from OMol25 describes CH5OPTl as an isolated structure in a non-equilibrium geometry. The level of theory is ωB97M-V with the def2-TZVPD basis set.

```
9
Properties=species:S:1:pos:R:3
C 1.21265 0.28332 -0.15342
P -0.39337 -0.36324 -0.66149
O -1.61042 0.39531 -0.04721
H 1.04152 0.69907 0.86086
H 1.92332 -0.56332 -0.23441
H 1.57314 1.10956 -0.80584
H -0.55449 -1.75416 -0.39919
H -1.63621 1.29787 -0.50005
Tl -1.55614 -1.10442 1.94074
```

Summary:
- E: -17107.632 eV
- Net charge: +3
- HOMO energy: -26.88 eV
- HOMO-LUMO gap: 6.698 eV



Record 3
This record from OMol25 describes a 7-piece molecular cluster, C27H66ClNO9P overall in a non-equilibrium geometry. The level of theory is ωB97M-V with the def2-TZVPD basis set.

```
105
Properties=species:S:1:pos:R:3
C 4.90241 3.04850 -1.00738
C 3.35684 2.90214 -0.72788
C 3.23848 2.91790 0.84339
C 2.69196 4.15217 -1.37854
C 1.14384 4.06685 -1.57828
O 0.80908 5.04686 -2.59408
P 0.16772 4.54925 -0.04563
O -1.45956 4.61425 -0.46706
Cl 0.75129 6.55516 0.30986
C 0.76398 2.65694 -2.13105
C 1.48618 1.45573 -1.45316
C 0.77765 1.05442 -0.11722
C 1.25431 0.22802 -2.40950
N 2.94787 1.60749 -1.32161
O 3.56511 1.42857 -2.44164
H 5.29080 3.82337 -0.31448
H 5.10239 3.42822 -2.02052
H 5.45317 2.12563 -0.77523
H 3.24438 1.85460 1.15178
H 2.31959 3.41087 1.19852
H 4.10593 3.40058 1.31523
H 3.19063 4.40315 -2.32635
H 2.87700 5.00168 -0.68817
H 0.64868 4.59812 -3.42345
H -1.90611 4.87938 0.34602
H 0.89639 2.55865 -3.22584
H -0.32214 2.50777 -1.94786
H 0.61375 1.92049 0.54397
H -0.15097 0.51882 -0.35467
H 1.45248 0.34270 0.39032
H 0.16228 0.04887 -2.37512
H 1.72147 -0.68893 -2.02923
H 1.49553 0.45354 -3.45442
C 0.62193 -0.91581 -6.14604
C 0.11085 -2.12324 -5.37480
C -0.97934 -2.84947 -6.14794
O -0.39666 -1.70858 -4.10549
H -0.18409 -0.19540 -6.31578
H 1.39766 -0.39940 -5.57979
H 1.03434 -1.20976 -7.11312
H 0.93770 -2.80765 -5.17631
H -1.83726 -2.19215 -6.31700
H -1.34236 -3.70893 -5.58174
H -0.61333 -3.19849 -7.11550
H -1.12820 -1.10447 -4.26398
C 3.69830 -2.67230 -0.87015
C 3.14810 -2.47540 0.53429
C 3.25943 -3.74996 1.35606
O 1.77739 -2.06908 0.46578
H 3.13481 -3.44543 -1.40179
H 3.60674 -1.75337 -1.45138
H 4.74986 -2.96413 -0.84492
H 3.69349 -1.66989 1.03065
H 2.68025 -4.55806 0.89760
H 2.85570 -3.59799 2.35726
H 4.29600 -4.07494 1.44639
H 1.28332 -2.77080 0.03105
C -3.23673 -0.97004 -0.27541
C -3.20762 0.08109 0.82386
C -4.59539 0.32469 1.39371
O -2.67953 1.30274 0.30276
H -3.86981 -0.64456 -1.10723
H -2.23470 -1.12917 -0.68074
H -3.61657 -1.92240 0.09820
H -2.53942 -0.24006 1.61853
H -5.27437 0.69284 0.61788
H -4.55965 1.08643 2.17431
H -5.01456 -0.59020 1.81762
H -3.25907 1.60376 -0.40378
C 1.75718 -6.05858 4.40598
C 2.92677 -6.71200 3.68513
C 3.38871 -7.96859 4.40678
O 4.00895 -5.78708 3.58918
H 2.04494 -5.75774 5.41749
H 1.44124 -5.15448 3.88189
H 0.90512 -6.73788 4.47487
H 2.63368 -6.96286 2.66383
H 3.73007 -7.73056 5.41831
H 4.23215 -8.42198 3.88363
H 2.58473 -8.70399 4.47565
H 4.28038 -5.55519 4.48219
C -4.68252 6.43936 -0.77318
C -4.40953 7.37548 0.39430
C -4.26806 8.81569 -0.07240
O -3.21670 6.97016 1.06614
H -3.85648 6.46260 -1.48954
H -4.77328 5.40862 -0.42481
H -5.60228 6.71395 -1.29346
H -5.22187 7.30330 1.11970
H -3.42853 8.91699 -0.76598
H -4.06435 9.47404 0.77375
H -5.17539 9.16018 -0.57219
H -2.48978 7.03009 0.43680
C -2.79170 -3.49246 4.99284
C -3.38806 -2.92193 3.71546
C -3.57117 -4.00257 2.66076
O -2.53939 -1.89202 3.20806
H -1.80390 -3.92177 4.80068
H -2.65850 -2.70610 5.73749
H -3.43172 -4.26911 5.41605
H -4.35143 -2.45813 3.93605
H -2.60898 -4.44874 2.39248
H -3.99226 -3.57932 1.74736
H -4.23408 -4.79390 3.01584
H -1.68358 -2.28569 3.00907
```

Summary:
- E: -70796.551 eV
- Net charge: 0
- 2S+1: 2
- HOMO energy (spin up / spin down): -8.43 / -8.48 eV
- HOMO-LUMO gap (spin up / spin down): 8.896 / 8.765 eV
- Expectation value of S²: 0.75



Record 4
This record from OMol25 describes one molecule with the formula C16H26N2O2. The level of theory is ωB97M-V with the def2-TZVPD basis set.

```
46
Properties=species:S:1:pos:R:3
C -6.74285 -0.92484 -0.16467
H -6.54321 -1.69126 -0.92110
H -7.70355 -0.45631 -0.37552
O -5.80168 0.11556 -0.21617
C -4.48034 -0.17557 0.04302
C -4.02856 -1.46104 0.31276
C -2.69384 -1.72560 0.56288
C -1.76092 -0.70198 0.55712
C -2.20775 0.58178 0.28893
C -3.54372 0.87391 0.03280
O -3.77738 2.19616 -0.21376
C -5.08338 2.69473 -0.38798
H -5.56346 2.27725 -1.27538
H -5.71033 2.50157 0.48525
H -4.96028 3.77071 -0.51430
H -1.51730 1.41110 0.27572
C -0.30351 -0.97252 0.78069
H -0.17047 -1.87725 1.37451
H 0.15789 -0.14285 1.31432
C 0.41690 -1.17255 -0.56586
N 1.81832 -1.50459 -0.36305
H 2.05930 -2.35346 -0.86033
C 2.77913 -0.46602 -0.70035
C 4.18395 -1.07050 -0.70649
C 5.23860 0.02132 -0.92973
N 5.17776 1.10229 0.03238
C 5.68973 0.75429 1.34041
H 6.71752 0.40925 1.23040
H 5.11689 -0.02483 1.86117
H 5.69281 1.65014 1.96074
C 3.84960 1.68142 0.05603
C 2.72748 0.66978 0.32483
H 1.76767 1.18350 0.27062
H 2.83097 0.24353 1.32350
H 3.83049 2.47071 0.81103
H 3.68351 2.14485 -0.92284
H 6.24046 -0.41361 -0.90041
H 5.08919 0.46274 -1.92131
H 4.26713 -1.82025 -1.49669
H 4.35432 -1.56852 0.24939
H 2.57610 -0.03496 -1.70280
H -0.08824 -1.98303 -1.10024
H 0.30654 -0.26233 -1.17088
H -2.38542 -2.73974 0.76797
H -4.72709 -2.28224 0.32765
H -6.77896 -1.39073 0.82576
```

Summary:
- E: -24087.968 eV
- Net charge: 0
- HOMO energy: -7.90 eV
- HOMO-LUMO gap: 8.756 eV
- Energy relative to the best compared isomer or geometry (same formula, charge and spin): 56.9 kcal/mol
- Structure (SMILES): COc1ccc(CCNC2CCN(C)CC2)cc1OC



Record 5
This record from OMol25 describes a 3-piece molecular cluster, C25H56BClN7O9P2 overall in a non-equilibrium geometry. The level of theory is ωB97M-V with the def2-TZVPD basis set.

```
101
Properties=species:S:1:pos:R:3
C 2.49151 2.55073 1.84621
C 1.27526 1.59299 1.72110
O 0.91004 1.30560 0.63525
N 0.73573 1.12167 2.95469
C 1.91033 0.64647 3.72736
C 2.19794 1.15962 5.13622
O 2.60900 -0.16515 3.23797
C -0.28376 0.05664 2.80324
C -0.38178 -0.62983 4.24931
O 0.01212 -1.04497 2.01694
B -1.26347 -1.54711 1.40783
C -1.49117 -3.14481 1.79469
C -2.30543 -3.41519 3.04684
O -1.87893 -4.01266 3.95304
Cl -4.02824 -2.85485 3.21000
O -2.30303 -0.60683 1.82429
C -1.79511 0.47069 2.55270
C -2.09132 1.74283 1.68630
C -2.65153 2.90220 2.57490
C -4.19459 2.91366 2.75190
C -4.85264 1.54227 2.95422
O -5.28502 0.89023 2.09475
O -4.91609 1.04868 4.24124
H 2.53187 3.06543 2.82230
H 2.45574 3.31850 1.06190
H 3.41089 1.95315 1.73775
H 2.00250 2.22998 5.27948
H 3.26127 0.95235 5.33328
H 1.63026 0.53598 5.84451
H -0.36923 0.10008 5.08177
H 0.32604 -1.46233 4.35956
H -1.38567 -1.08831 4.27204
H -0.97951 -1.57253 0.21681
H -0.48770 -3.55952 1.98921
H -1.91115 -3.73003 0.96095
H -2.30769 0.69759 3.51494
H -1.26901 2.08030 1.04243
H -2.91506 1.46299 1.00646
H -2.39904 3.84003 2.04412
H -2.08633 2.91908 3.52223
H -4.72032 3.38810 1.91161
H -4.42042 3.50202 3.66301
H -4.11842 1.30645 4.72831
O 0.36124 -4.60972 -0.58422
P 1.17224 -5.67938 -1.29355
N 2.01072 -6.21714 0.12296
C 3.38931 -6.62282 0.25638
C 1.16697 -6.87380 1.12237
N 2.10781 -4.53764 -2.23279
C 3.45795 -4.14888 -1.86177
C 1.38416 -3.29917 -2.55742
N 1.77035 -6.98027 -2.27958
C 1.22131 -8.30408 -2.00237
C 2.89003 -7.00745 -3.19093
H 3.60039 -7.61707 -0.16895
H 3.67006 -6.65975 1.31113
H 4.08310 -5.90754 -0.17690
H 0.84140 -7.87049 0.79324
H 0.27373 -6.27859 1.32417
H 1.68399 -6.98774 2.07620
H 3.50337 -3.70122 -0.86010
H 3.85095 -3.41863 -2.57554
H 4.16355 -4.97706 -1.92204
H 1.36631 -2.59633 -1.71696
H 0.35552 -3.50909 -2.84771
H 1.86134 -2.80189 -3.40847
H 1.81623 -8.84327 -1.25465
H 1.17489 -8.91997 -2.90396
H 0.19746 -8.22623 -1.63189
H 3.84341 -7.09607 -2.66052
H 2.91395 -6.13590 -3.84226
H 2.82308 -7.86583 -3.86805
O -0.81310 4.13937 -0.76070
P -1.06884 4.44034 -2.24051
N 0.60938 4.72563 -2.57529
C 1.20853 5.75027 -3.39725
C 1.45416 3.52771 -2.52343
N -1.92266 5.93230 -1.88337
C -1.27495 7.22997 -1.93444
C -2.69017 5.89379 -0.63396
N -1.51935 4.58352 -3.90993
C -1.12556 3.47754 -4.77941
C -2.03372 5.72241 -4.63390
H 1.08928 5.57600 -4.47816
H 2.28117 5.81065 -3.19991
H 0.84092 6.74606 -3.16619
H 1.27416 2.86286 -3.37771
H 1.26355 2.95777 -1.61029
H 2.51566 3.78216 -2.51411
H -0.41793 7.29678 -1.24932
H -1.98461 8.01826 -1.66493
H -0.95703 7.49989 -2.94000
H -2.05439 6.04530 0.24718
H -3.21063 4.94330 -0.52036
H -3.45465 6.67740 -0.64127
H -0.13610 3.64249 -5.22299
H -1.83937 3.32885 -5.59267
H -1.09781 2.54017 -4.22159
H -1.24139 6.43500 -4.88365
H -2.82764 6.23319 -4.09228
H -2.49051 5.41188 -5.57912
```

Summary:
- E: -87465.761 eV
- Net charge: -1
- HOMO energy: -3.92 eV
- HOMO-LUMO gap: 5.222 eV



Record 6
This record from OMol25 describes a 2-piece molecular cluster, C5H11NO overall in a non-equilibrium geometry. The level of theory is ωB97M-V with the def2-TZVPD basis set.

```
18
Properties=species:S:1:pos:R:3
C 1.27743 1.23228 -0.04778
C -0.25339 1.26281 0.11411
C -0.93113 -0.10546 0.06885
C -1.84057 -0.33442 -0.88827
C -0.06756 -0.83912 2.08273
N -0.78752 -1.11480 1.07594
H 1.63600 2.27165 -0.06446
H 1.82809 0.70047 0.72295
H 1.57296 0.86732 -1.03436
H -0.49091 1.66040 -0.87426
H -0.51203 1.79064 1.03018
H -2.06524 0.58058 -1.41983
H -2.32791 -1.26828 -1.13181
H 0.46143 0.10388 2.21889
H -0.08603 -1.50147 2.94508
H 1.45658 -2.15364 -1.93149
H 0.47364 -1.53616 -0.96106
O 0.65617 -1.61668 -1.90540
```

Summary:
- E: -8899.122 eV
- Net charge: 0
- HOMO energy: -9.22 eV
- HOMO-LUMO gap: 9.884 eV
- Energy relative to the best compared isomer or geometry (same formula, charge and spin): 59.4 kcal/mol
- Structure (SMILES): C=NC(=C)CC.O